{"formula": "C4H6FeO2", "method": "ωB97M-V/def2-TZVPD", "symbols": ["H", "O", "C", "C", "C", "C", "O", "Fe", "H", "H", "H", "H", "H"], "coordinates": [[-2.7104, -1.4748, -0.4710], [-3.0480, 1.1396, -0.1035], [-2.6055, 0.0897, 0.0145], [-1.6262, -0.9284, -0.1622], [-0.9614, -1.5374, 1.0658], [-1.8997, -1.8447, 2.2382], [-1.2142, -2.3091, 3.3317], [-0.0369, -1.8396, 4.5385], [-0.9350, -0.6022, -0.9554], [-0.1466, -0.8806, 1.4010], [-0.4989, -2.4726, 0.7176], [-2.6483, -2.5858, 1.8928], [-2.4703, -0.9215, 2.4793]], "mulliken_spin": [0.001, 0.002, 0.000, 0.006, 0.056, 0.014, 0.402, 5.490, 0.000, -0.005, 0.000, 0.029, 0.005], "e_homo_ev": [-17.060, -20.716], "lumo_ev": [-9.78, -12.00], "total_charge": 2, "spin_multiplicity": 7, "relative_energy_kj_mol": 0.0, "fmax_ev_per_a": 6.5, "e_tot_ev": -42702.3696}

{"formula": "C6H13PS3", "method": "ωB97M-V/def2-TZVPD", "symbols": ["C", "C", "C", "C", "C", "C", "H", "H", "H", "H", "H", "H", "H", "H", "H", "H", "S", "P", "S", "S", "H", "H", "H"], "coordinates": [[1.1723, 1.5036, 1.8053], [0.5959, 0.9163, 0.7979], [0.0757, 1.7602, -0.2315], [0.3445, -0.4825, 0.6651], [0.6880, -1.2676, -0.3642], [0.2421, -2.6644, -0.5782], [1.7798, 1.0225, 2.4949], [1.4000, 2.5554, 1.8262], [1.0059, 2.3158, -0.7559], [-0.5204, 1.1654, -1.0605], [-0.6613, 2.5424, 0.1822], [-0.2272, -0.6955, 1.5433], [1.1402, -0.8630, -1.2878], [-0.1928, -3.0474, 0.3296], [-0.5378, -2.8185, -1.3235], [1.1303, -3.2660, -0.7607], [-2.7472, 0.1168, 1.6472], [-3.2937, -0.1454, -0.4591], [-3.7714, 1.9501, -0.9731], [-5.2564, -0.9634, -0.0881], [-1.5991, 0.7631, 1.2493], [-4.9895, 2.1223, -0.4273], [-5.1998, -2.1912, -0.6434]], "lowdin_charge": [0.049, -0.514, -0.124, -0.156, -0.140, -0.111, 0.050, 0.075, 0.137, 0.092, 0.098, 0.068, 0.121, 0.067, 0.075, 0.073, 0.294, -0.021, 0.235, 0.248, -0.211, -0.207, -0.198], "e_homo_ev": -8.899, "lumo_ev": 0.36, "smiles": "C=C(C)/C=C/C.SP(S)S", "spin_multiplicity": 1, "relative_energy_kj_mol": 62.6, "fmax_ev_per_a": 5.3, "e_tot_ev": -48225.5594}

{"formula": "C11H57NO23P2S", "method": "ωB97M-V/def2-TZVPD", "symbols": ["C", "C", "O", "C", "O", "C", "C", "C", "C", "C", "C", "P", "N", "C", "P", "C", "O", "S", "O", "O", "O", "H", "H", "H", "H", "H", "H", "H", "H", "H", "H", "H", "H", "H", "H", "H", "H", "H", "H", "H", "H", "H", "H", "H", "O", "H", "H", "O", "H", "H", "O", "H", "H", "O", "H", "H", "O", "H", "H", "O", "H", "H", "O", "H", "H", "O", "H", "H", "O", "H", "H", "O", "H", "H", "O", "H", "H", "O", "H", "H", "O", "H", "H", "O", "H", "H", "O", "H", "H", "O", "H", "H", "O", "H", "H"], "coordinates": [[7.3046, 1.1149, 0.9123], [6.1880, 2.1683, 0.9729], [6.4196, 3.2186, 0.0090], [5.2455, 3.7365, -0.4358], [4.8823, 3.5257, -1.5151], [4.4072, 4.5707, 0.5155], [2.9411, 4.0441, 0.4768], [2.3260, 4.0833, 1.8786], [0.9641, 3.3858, 2.0682], [-0.0062, 3.4589, 0.8872], [-0.7842, 2.1315, 0.5824], [-1.8798, 1.5112, 1.9507], [-3.1007, 0.7535, 1.3006], [0.2685, 1.0706, 0.1383], [1.1221, 1.5067, -1.4632], [2.1698, 0.0643, -1.9516], [-0.0602, 1.5927, -2.6344], [1.4356, 0.8858, 1.5200], [1.0510, -0.3126, 2.1856], [2.7815, 0.7698, 1.0663], [1.1891, 2.0381, 2.5925], [7.8262, 1.1213, -0.0430], [6.8347, 0.1323, 1.0166], [7.9906, 1.2240, 1.7434], [5.2233, 1.6833, 0.8137], [6.2381, 2.6205, 1.9690], [4.4088, 5.6207, 0.2346], [4.7796, 4.4551, 1.5367], [2.3957, 4.7729, -0.1293], [2.8502, 3.0995, -0.0489], [2.1989, 5.1305, 2.1731], [3.0360, 3.6768, 2.6041], [0.4850, 3.9161, 2.8895], [0.4376, 3.7928, -0.0499], [-0.7812, 4.1917, 1.1262], [-1.4178, 2.3505, -0.2794], [-2.3820, 2.5813, 2.7373], [-1.1736, 0.6291, 2.7788], [-3.0244, 0.7733, 0.2847], [-0.2829, 0.1324, 0.0014], [1.7071, -0.8732, -1.6235], [2.1648, 0.0366, -3.0420], [3.1759, 0.1588, -1.5583], [0.2533, 2.2481, -3.2700], [9.6095, -0.0620, 2.7263], [10.4031, -0.3599, 3.1895], [8.9069, -0.6014, 3.1076], [0.1504, -0.7865, 4.9226], [0.4443, -0.1343, 4.2735], [0.7543, -1.5238, 4.7867], [-4.0101, 0.3265, -1.9217], [-4.5850, -0.3975, -1.6566], [-4.0221, 0.2873, -2.8830], [-2.6855, -1.1393, -4.4232], [-2.4055, -0.3987, -4.9727], [-2.0303, -1.8268, -4.6008], [-0.6657, -3.4594, -4.3366], [0.0957, -3.7803, -3.8400], [-1.4083, -3.9638, -3.9760], [-3.2602, -3.1031, -2.2665], [-3.3774, -2.4950, -3.0065], [-4.1630, -3.3551, -2.0232], [10.8015, -0.7113, 5.3366], [10.6080, -1.4776, 5.8880], [10.5077, 0.0414, 5.8620], [-2.4028, 0.6524, 4.5847], [-1.6218, 0.3217, 5.0479], [-3.1271, 0.1310, 4.9552], [-5.3811, -0.9333, -4.0277], [-5.9714, -0.2853, -4.4344], [-4.8435, -1.2591, -4.7612], [-8.0138, -1.3729, -4.4821], [-7.2334, -1.7051, -4.0091], [-8.7456, -1.8962, -4.1329], [-6.0603, -2.9732, -1.4005], [-6.2916, -3.7447, -0.8699], [-6.3232, -2.2234, -0.8536], [9.1820, -3.0968, 2.6446], [9.4204, -2.3544, 2.0737], [9.8553, -3.7609, 2.4614], [-3.5193, -1.6189, 6.5576], [-2.7367, -1.9444, 7.0148], [-4.2468, -2.1387, 6.9256], [-10.7429, -2.1229, -5.5882], [-10.5285, -1.1885, -5.4836], [-10.0407, -2.4594, -6.1578], [1.2853, -2.0604, -6.3498], [0.6921, -2.7682, -6.0680], [1.2935, -2.1256, -7.3108], [-5.6351, -3.6143, 6.6392], [-6.2115, -4.3314, 6.9241], [-5.6548, -3.6570, 5.6760], [-11.5963, -5.3076, -6.0717], [-11.3738, -4.3743, -5.9703], [-10.9039, -5.6602, -6.6409]], "lowdin_charge": [-0.053, -0.207, -0.018, -0.540, 0.176, -0.070, -0.196, -0.134, -0.299, -0.159, -0.428, 0.753, -0.295, -0.451, 0.901, -0.235, -0.298, 0.585, -0.285, -0.268, -0.200, 0.086, 0.077, 0.042, 0.107, 0.117, 0.127, 0.106, 0.113, 0.047, 0.127, 0.121, 0.146, 0.084, 0.118, 0.112, 0.022, -0.002, -0.071, 0.115, 0.044, 0.039, 0.031, 0.045, -0.072, 0.018, 0.030, -0.061, 0.001, 0.048, -0.067, 0.014, -0.006, -0.049, 0.068, 0.022, -0.049, 0.061, 0.045, -0.059, -0.013, 0.000, -0.049, 0.048, 0.050, -0.120, 0.009, 0.031, -0.065, 0.059, 0.047, -0.077, 0.008, 0.027, -0.044, 0.055, 0.058, -0.064, 0.018, 0.038, -0.055, 0.043, 0.000, -0.054, 0.043, 0.040, -0.065, 0.000, 0.033, -0.051, 0.047, 0.054, -0.056, -0.001, 0.032], "e_homo_ev": -7.562, "lumo_ev": 0.16, "spin_multiplicity": 1, "fmax_ev_per_a": 4.1, "e_tot_ev": -90325.4542}

{"formula": "C8H22BBrCl2F4N2", "method": "ωB97M-V/def2-TZVPD", "symbols": ["N", "H", "H", "H", "H", "Br", "C", "C", "C", "N", "C", "C", "C", "C", "C", "H", "H", "H", "H", "H", "H", "H", "H", "H", "H", "H", "H", "H", "H", "H", "H", "H", "H", "Cl", "Cl", "B", "F", "F", "F", "F"], "coordinates": [[-3.1302, -0.3936, -1.1513], [-2.5231, 0.2247, -1.7237], [-4.0466, 0.1024, -1.0261], [-2.6419, -0.6573, -0.2873], [-3.0967, -1.1550, -1.8376], [-5.9105, 1.2148, -1.3255], [0.3205, 3.9519, 1.6168], [1.0799, 2.6134, 1.5766], [0.5978, 1.6644, 0.4779], [1.3272, 0.3378, 0.5567], [2.7750, 0.3548, 0.1189], [0.6561, -0.6281, -0.4586], [0.9638, -2.0138, 0.0894], [1.2602, -1.9065, 1.5965], [1.1312, -0.4121, 1.8588], [-0.6239, 3.8209, 2.1478], [0.2174, 4.5387, 0.7083], [0.8477, 4.6042, 2.3240], [1.0546, 2.1880, 2.5778], [2.0939, 2.8734, 1.2556], [0.9681, 2.0642, -0.4634], [-0.4716, 1.4719, 0.5112], [3.2988, 0.9288, 0.8786], [2.7428, 0.9132, -0.8164], [3.1081, -0.6531, -0.0957], [0.9413, -0.5083, -1.5006], [-0.4177, -0.4578, -0.4143], [1.8702, -2.3741, -0.4095], [0.2567, -2.8173, -0.0998], [2.2988, -2.1856, 1.7799], [0.5662, -2.5018, 2.1812], [1.8309, 0.0093, 2.5885], [0.1862, -0.0784, 2.2893], [-2.0815, -0.5008, 2.0027], [-1.1077, 1.8981, -2.6282], [-1.2639, -3.3045, -2.9960], [-0.0397, -3.6810, -2.3817], [-1.1705, -3.5084, -4.3813], [-2.2899, -4.0795, -2.4369], [-1.5779, -1.9579, -2.7024]], "lowdin_charge": [0.178, -0.034, -0.135, -0.033, 0.099, -0.581, -0.097, -0.228, -0.154, -0.240, 0.025, -0.111, -0.162, -0.150, -0.192, 0.078, 0.078, 0.059, 0.103, 0.097, 0.089, 0.095, 0.093, 0.107, 0.096, 0.130, 0.071, 0.100, 0.115, 0.097, 0.104, 0.114, -0.006, -0.336, -0.545, -1.236, 0.063, 0.087, 0.083, 0.074], "e_homo_ev": -2.068, "lumo_ev": 3.97, "total_charge": -2, "spin_multiplicity": 1, "relative_energy_kj_mol": 0.0, "fmax_ev_per_a": 2.6, "e_tot_ev": -118277.2654}

{"formula": "H58O29", "method": "ωB97M-V/def2-TZVPD", "symbols": ["O", "H", "H", "O", "H", "H", "O", "H", "H", "O", "H", "H", "O", "H", "H", "O", "H", "H", "O", "H", "H", "O", "H", "H", "O", "H", "H", "O", "H", "H", "O", "H", "H", "O", "H", "H", "O", "H", "H", "O", "H", "H", "O", "H", "H", "O", "H", "H", "O", "H", "H", "O", "H", "H", "O", "H", "H", "O", "H", "H", "O", "H", "H", "O", "H", "H", "O", "H", "H", "O", "H", "H", "O", "H", "H", "O", "H", "H", "O", "H", "H", "O", "H", "H", "O", "H", "H"], "coordinates": [[3.0356, -1.0987, -9.0845], [3.3002, -1.7711, -9.7122], [2.5301, -0.4724, -9.6027], [6.7631, -5.8114, -4.3416], [7.1740, -4.9485, -4.2886], [6.5122, -5.9016, -5.2609], [7.4682, -7.7304, -7.4769], [7.2454, -6.9483, -7.9818], [6.6258, -8.0665, -7.1709], [4.9085, -9.0016, -7.1297], [4.6131, -8.3415, -7.7567], [4.5234, -8.7305, -6.2964], [4.2165, -2.7832, -3.5952], [4.0198, -2.9898, -2.6815], [5.1721, -2.7430, -3.6318], [0.9937, -3.1137, -10.5632], [0.4327, -2.8919, -11.3064], [0.7599, -2.4772, -9.8877], [-0.2616, -1.2949, -8.9041], [0.1803, -0.4496, -8.8239], [-1.1685, -1.1162, -8.6555], [6.8135, -2.7111, -3.3750], [7.0369, -1.8702, -2.9759], [7.3583, -2.7560, -4.1608], [6.3504, -1.9266, -6.9482], [6.2323, -1.8374, -6.0025], [6.3047, -2.8693, -7.1079], [1.9295, -0.6159, -4.2894], [2.5963, -1.2945, -4.1848], [1.1088, -1.0471, -4.0512], [7.2936, -5.8834, -9.6318], [7.4620, -5.0949, -9.1159], [7.9298, -5.8434, -10.3459], [6.3547, -0.2696, -1.5984], [6.0880, 0.3741, -0.9420], [5.5625, -0.7785, -1.7711], [3.4012, -8.3829, -1.8481], [2.9306, -7.7353, -2.3730], [4.2539, -7.9818, -1.6800], [6.0865, 0.0544, -8.6071], [5.6064, -0.5629, -8.0552], [5.8648, -0.2016, -9.5024], [3.3643, -5.6439, -0.2293], [4.2711, -5.5015, 0.0420], [3.4279, -6.2397, -0.9758], [-0.2957, -2.1280, -3.2549], [-0.1599, -2.3756, -2.3403], [-1.1972, -1.8078, -3.2856], [3.7834, -4.1492, -5.9058], [3.9435, -3.6676, -5.0942], [3.2214, -3.5707, -6.4213], [2.2914, 0.7481, -7.0245], [2.9695, 0.2197, -7.4455], [2.2307, 0.3971, -6.1361], [8.6400, -2.3792, -5.2703], [9.0466, -3.2409, -5.1796], [9.3747, -1.7655, -5.2660], [-1.5915, -1.1369, -5.7883], [-2.0147, -0.7122, -5.0422], [-0.7506, -1.4405, -5.4463], [4.7297, -6.6842, -9.0168], [5.4901, -6.7277, -9.5965], [4.1510, -6.0420, -9.4279], [2.8357, -5.4894, -10.4152], [2.5885, -4.6217, -10.7348], [2.0586, -5.8058, -9.9544], [-0.1314, -5.0961, -4.0722], [0.0401, -4.2089, -3.7564], [-0.1879, -5.0055, -5.0234], [4.2609, -5.9408, -2.8455], [4.9268, -5.4574, -2.3565], [4.7319, -6.6844, -3.2216], [0.2680, -6.6454, -7.6859], [-0.4548, -6.1094, -8.0121], [-0.0026, -6.9024, -6.8044], [2.0025, -2.4012, -7.0856], [1.3952, -2.9519, -7.5798], [2.1499, -1.6413, -7.6487], [3.9872, -1.9376, -0.9088], [3.9717, -2.1323, 0.0282], [3.3830, -1.2023, -1.0112], [5.8285, -5.4962, -6.8508], [5.5532, -5.7794, -7.7227], [5.1082, -4.9491, -6.5376], [6.4746, -4.8493, -1.2481], [6.3890, -4.4358, -0.3891], [6.9390, -4.2032, -1.7802]], "lowdin_charge": [-0.032, 0.070, 0.070, -0.033, 0.001, -0.013, -0.062, -0.040, -0.018, -0.040, 0.005, 0.047, -0.048, 0.026, -0.017, -0.047, 0.051, -0.028, -0.029, 0.050, 0.060, -0.034, 0.049, -0.002, -0.033, 0.033, 0.031, -0.042, 0.010, -0.015, -0.028, 0.058, 0.069, -0.046, 0.042, -0.008, -0.051, 0.023, 0.018, -0.071, -0.024, 0.017, -0.054, 0.011, -0.022, -0.030, 0.075, 0.054, -0.039, -0.007, -0.001, -0.044, -0.004, -0.002, -0.017, 0.068, 0.075, -0.033, 0.031, 0.008, -0.048, 0.034, 0.002, -0.029, 0.020, 0.051, -0.043, -0.011, 0.015, -0.064, -0.008, 0.038, -0.041, 0.028, 0.029, -0.044, 0.043, -0.023, -0.029, 0.063, 0.059, -0.076, -0.016, -0.021, -0.029, 0.046, 0.017], "e_homo_ev": -9.521, "lumo_ev": -0.45, "spin_multiplicity": 1, "relative_energy_kj_mol": 413.9, "fmax_ev_per_a": 1.5, "e_tot_ev": -60321.0653}